A molecular structure, C60H50I2N2O6P3SiTl in a non-equilibrium geometry, computed with ωB97M-V with the def2-TZVPD basis set.

The geometry in XYZ format:
```
125
Properties=species:S:1:pos:R:3:forces:R:3:mulliken_charge:R:1
Tl 1.51540 -1.29024 -0.91618 -0.3 0.4 -0.8 1.030
C -3.38957 1.73023 -5.68934 0.2 -0.5 0.2 -0.663
C -2.51687 2.80709 -5.56618 -0.3 0.3 0.2 -0.590
C -1.70977 2.93626 -4.42535 1.0 -1.1 0.6 -0.139
C -1.74214 1.88283 -3.48190 -0.2 0.1 0.3 -0.460
C -2.64553 0.79401 -3.62412 0.8 -0.5 0.7 0.702
C -3.44263 0.65457 -4.73894 -0.1 2.3 -0.4 -0.302
P -0.69921 1.70522 -1.91980 0.2 0.7 -0.5 1.213
C 0.26427 3.31553 -1.94820 -0.3 -1.1 -0.1 0.779
C -0.20849 4.57705 -1.60425 2.5 0.8 0.3 -0.400
C 0.73165 5.63554 -1.49538 -0.7 0.8 0.0 -0.590
C 2.01968 5.51608 -2.01166 -1.3 -2.1 0.0 -0.563
C 2.40888 4.26104 -2.50504 0.3 -1.1 0.8 -0.767
C 1.60827 3.10469 -2.33222 -0.6 1.1 -0.7 -0.500
C -2.08938 1.89926 -0.72814 0.7 -0.4 0.9 -0.044
C -3.12438 2.77301 -1.00505 -1.0 0.5 -0.8 -0.255
C -4.34629 2.65672 -0.36711 0.3 -0.6 1.1 -1.138
C -4.42316 1.76367 0.74826 -2.0 1.6 -2.0 -0.751
C -3.38500 0.96365 1.08143 0.9 0.2 0.7 -0.065
C -2.17268 1.01586 0.37460 0.6 -0.3 -0.2 0.409
Si -0.74192 -0.23635 0.92612 1.0 0.6 -0.6 -1.037
C -1.86879 -1.63845 1.45148 -0.3 -0.8 1.5 1.269
C -2.15440 -1.96561 2.80285 0.2 0.5 -0.1 -0.111
C -2.87001 -3.10599 3.08410 0.0 0.3 2.1 -0.690
C -3.28668 -3.97101 2.11733 -0.7 -0.8 -0.3 -0.740
C -3.05790 -3.71601 0.80904 0.5 1.6 -0.7 -0.319
C -2.38065 -2.52005 0.50051 0.3 -0.5 0.2 -0.971
P -2.00315 -2.11720 -1.18352 0.0 -0.9 -1.5 1.271
C -3.72725 -2.19259 -1.87021 0.9 -1.0 -1.5 0.261
C -4.04209 -2.55002 -3.20281 -3.0 0.8 1.4 -0.365
C -5.37838 -2.24999 -3.68784 3.7 -1.1 -0.5 -0.662
C -6.20629 -1.52999 -2.92925 -1.1 1.0 0.7 -0.503
C -5.89317 -1.25837 -1.61579 -1.7 0.6 -0.6 -0.652
C -4.72343 -1.63135 -1.10694 1.5 0.7 2.7 -0.589
C -0.88364 -3.39726 -3.94332 -0.8 -3.2 -0.7 -0.238
C -1.46116 -3.44451 -5.30788 -0.7 0.6 0.3 -0.793
C -1.89885 -4.59372 -5.89444 1.4 0.4 0.6 -0.618
C -1.47356 -5.88994 -5.32854 0.2 0.8 0.7 -0.313
C -0.75228 -6.00318 -4.19983 -0.1 1.4 0.3 -1.081
C -0.45648 -4.77809 -3.39369 0.9 0.0 0.1 1.089
C 0.01615 0.54464 2.55583 -0.8 -0.3 -0.4 0.233
C -0.50027 1.93822 2.72290 0.2 0.8 0.7 0.042
C -0.05894 2.81981 3.96867 1.3 -0.7 -1.3 -0.550
C 0.90500 2.12851 4.88298 0.5 -0.5 -0.4 -1.624
C 1.38201 0.91184 4.57728 -1.5 0.3 -0.2 -0.276
C 0.93517 0.10241 3.43565 1.4 -0.4 -0.7 1.060
P 1.93407 -1.46093 3.10993 0.0 0.4 -0.6 0.030
C 2.37926 -1.96793 4.81841 0.2 0.7 0.7 -0.207
C 3.46865 -1.45524 5.53854 -0.1 0.1 -0.9 0.007
C 3.80358 -1.84636 6.82603 -0.1 -0.1 -1.0 -0.841
C 3.07684 -2.86227 7.40256 -1.0 0.1 0.1 -0.462
C 1.92555 -3.31474 6.74909 0.6 0.1 1.4 -0.491
C 1.56055 -2.82243 5.53643 -0.2 -0.6 -0.8 -0.510
C 3.70352 -1.00692 2.54488 -2.0 -0.7 -0.2 0.490
C 4.40777 -2.11846 2.07020 -0.5 -1.1 0.7 -0.750
C 5.74367 -2.06878 1.79458 0.4 0.6 -0.2 -0.453
C 6.39210 -0.83851 1.88038 1.2 -0.9 0.0 -0.615
C 5.66644 0.30322 2.14168 0.2 0.1 -0.1 -0.805
C 4.29289 0.22114 2.46576 2.0 0.7 -0.3 0.157
H -4.00764 1.80177 -6.57702 -0.3 -0.6 0.1 0.331
H -2.55759 3.57645 -6.36128 0.2 -0.4 0.6 0.311
H -0.92977 3.71531 -4.26448 -0.9 -0.4 -0.4 0.244
H -2.66109 0.00292 -2.81152 0.0 1.1 -1.1 -0.673
H -4.19994 -0.10779 -4.74487 0.0 -0.3 -0.4 0.293
H -1.19514 4.81750 -1.31952 -1.1 -0.3 0.3 0.386
H 0.43676 6.60876 -1.01488 0.1 -1.0 -0.7 0.241
H 2.70995 6.30772 -1.99443 0.7 0.9 0.0 0.455
H 3.43228 4.12107 -2.83138 0.0 0.1 -0.2 0.314
H 1.90146 2.05810 -2.58829 0.1 1.1 0.2 0.424
H -3.01408 3.49140 -1.83064 -0.1 -0.5 0.3 0.408
H -5.23070 3.18844 -0.73414 0.4 0.0 0.4 0.321
H -5.40900 1.70606 1.20489 0.2 -0.2 0.3 0.366
H -3.48398 0.35495 1.97659 0.1 -0.2 -0.2 0.443
H -1.84262 -1.29058 3.61563 0.0 -0.4 -0.4 0.465
H -3.17517 -3.37064 4.11407 0.4 0.4 -0.4 0.287
H -3.89098 -4.80074 2.38290 -0.3 -0.8 0.3 0.397
H -3.42787 -4.32455 0.00704 0.0 -0.3 -0.2 0.527
H -3.41793 -3.13915 -3.79606 1.0 -0.4 -0.8 0.390
H -5.60454 -2.46454 -4.71675 -0.1 -0.2 -0.3 0.364
H -7.05416 -1.06387 -3.35739 -1.1 0.1 -0.3 0.364
H -6.55924 -0.69596 -1.00246 -0.5 0.3 0.3 0.450
H -4.54848 -1.33076 -0.04586 0.2 -0.5 -1.0 -0.075
H -1.55774 -2.42958 -5.73342 0.0 -0.8 -0.3 0.419
H -2.31270 -4.61026 -6.90051 -0.1 0.2 0.2 0.420
H -1.64867 -6.76563 -5.89666 -0.4 -0.8 -0.5 0.420
H -0.44644 -6.92583 -3.73422 0.3 -0.3 -0.4 0.388
H 1.07867 -3.95458 -2.55671 -0.3 -0.9 0.1 0.345
H -1.59184 1.91627 2.66865 0.1 0.2 -0.2 0.272
H -0.91439 3.16312 4.47042 -1.1 0.4 1.2 0.720
H 1.22672 2.53947 5.83400 -0.2 0.4 0.0 0.309
H 1.90028 0.32425 5.29161 0.8 0.2 0.7 0.553
H 4.06321 -0.70310 5.03906 0.2 0.0 0.1 0.472
H 4.64978 -1.33977 7.24418 0.3 -0.1 0.6 0.430
H 3.25732 -3.21354 8.39288 0.4 -0.2 0.5 0.350
H 1.26104 -4.01610 7.22847 0.1 -0.2 0.2 0.390
H 0.64842 -3.23385 5.16057 -0.5 0.1 -0.7 0.470
H 3.95892 -3.11652 2.04997 -0.3 0.4 -0.1 0.285
H 6.27764 -2.95252 1.46463 0.0 0.0 0.1 0.411
H 7.50221 -0.89239 1.77401 -1.0 0.7 -0.2 0.299
H 6.19483 1.25151 2.03847 -0.4 0.0 0.2 0.404
H 3.85818 1.17607 2.65017 -0.9 0.3 0.4 0.637
O 4.61765 3.41543 0.32511 -0.8 -0.8 -0.3 -0.753
C 3.63078 2.66444 0.23802 0.6 0.4 0.2 0.112
O 3.49397 1.60296 -0.47283 -0.4 0.3 0.4 -0.332
C 2.39735 3.06037 1.10140 -1.0 0.3 0.7 0.496
C 2.63646 4.17710 2.12833 1.7 0.0 0.2 -0.749
C 1.72474 4.59067 3.03135 0.2 -1.2 -1.3 -1.133
C 0.37619 3.95883 2.95476 -0.8 -0.7 0.0 0.540
C 0.15097 2.98745 1.74473 0.0 -0.2 0.9 -0.667
N 1.26847 2.45615 0.99087 1.2 0.8 -0.1 0.840
H 3.73339 4.49807 2.19124 -1.8 -0.3 -0.2 0.252
H 2.00213 5.22850 3.85288 0.0 0.3 0.1 0.390
H -0.52263 4.60685 2.95242 0.9 0.4 0.0 0.468
H -0.54687 3.39612 1.03199 -0.2 0.0 -0.5 -0.302
O 1.03274 -0.93829 -3.42717 -0.1 -0.3 0.8 -0.965
H -0.34539 -2.58071 -3.58630 1.2 1.8 0.3 0.586
H 0.41045 -0.26361 -3.74012 0.2 -0.2 0.3 0.089
O 7.55565 2.66002 0.05280 -0.6 -0.9 -1.4 -0.656
H 7.26626 1.86409 -0.50491 0.5 1.6 1.2 0.226
H 6.93431 3.36343 -0.23427 0.2 -0.8 0.4 0.333
I 5.09614 0.44011 -1.54461 0.6 0.1 -0.1 0.231
I 7.31680 -1.01541 -2.79356 -0.4 0.2 0.2 -0.477
O -1.36186 -3.67492 -1.54734 -0.4 0.7 -0.5 -0.142
N -1.64692 -4.14131 -2.87761 -0.5 0.1 0.6 -0.341
O 0.67626 -4.85482 -2.55747 -0.4 0.6 -0.9 -0.618
```
Forces are in eV/Å.

Results
net charge	-2
total energy	-4958.62761	a.u.
HOMO-LUMO gap	5.4	eV
E_HOMO	-1.52	eV